a.
{"formula": "C2H2O2S", "method": "ωB97M-V/def2-TZVPD", "elements": ["C", "C", "H", "H", "O", "O", "S"], "positions_angstrom": [[0.38190, 0.31054, -0.12223], [-0.94160, -0.45020, 0.07061], [2.25066, 0.25260, -0.14739], [-1.02604, -1.47213, 0.29014], [1.41625, -0.41372, -0.06782], [0.26380, 1.50454, 0.05187], [-2.34497, 0.26837, -0.07518]], "gap_ev": 8.11, "e_homo_ha": -0.3324, "e_lumo_ev": -0.93, "smiles": "O=C(O)C=S"}

b.
{"formula": "C2H2O2S", "method": "ωB97M-V/def2-TZVPD", "elements": ["C", "C", "O", "O", "S", "H", "H"], "positions_angstrom": [[-1.41671, -0.13329, -1.16091], [1.11494, 0.04498, 0.97483], [0.57860, 0.58173, -0.02136], [-1.35654, -1.02725, -0.42664], [-1.63291, 1.00375, -2.17482], [0.62360, 0.10561, 1.88910], [2.08902, -0.57555, 0.91981]], "gap_ev": 10.48, "e_homo_ha": -0.3769, "e_lumo_ev": 0.22, "smiles": "O=C=S.C=O"}

Stability ranking, top entry: b; the second entry is 11.2 kcal/mol less favorable.